43
Properties=species:S:1:pos:R:3:forces:R:3:lowdin_charge:R:1 method="wB97M-V/def2-TZVPD" relative_energy_kcal_mol=450.01 largest_force_ha_per_bohr=0.38628 lumo_energy_ev=0.5 orbital_gap_ev=7.73
C 4.99693 3.51948 0.59873 -0.8 1.1 5.2 -0.082
O 3.86468 2.84873 0.61867 -5.1 -0.4 1.6 -0.034
C 3.74838 1.70706 0.03312 -7.1 -4.5 0.1 -0.334
C 2.39255 0.99645 0.17050 -0.2 1.7 0.5 0.129
C 2.09358 -0.41767 -0.47000 -10.8 13.2 10.3 -0.256
C 3.04486 -0.98905 -0.94854 9.2 6.6 3.3 -0.169
C 4.24392 -0.43214 -0.97498 7.6 3.6 -3.9 -0.028
C 4.58130 0.96918 -0.73830 0.0 -2.9 0.9 -0.036
H 5.52894 1.40503 -0.83574 1.7 -0.2 -0.8 0.082
H 5.15578 -0.87792 -1.67638 -2.6 0.5 2.1 0.162
H 2.88694 -1.68940 -1.38574 -2.4 -15.5 -8.9 -0.005
N 0.72000 -0.70781 -0.27707 0.6 -3.7 -1.9 -0.066
C 0.46720 -2.17707 -1.01309 -5.6 7.8 2.1 -0.003
H 0.89009 -2.81818 -0.41432 2.3 -4.2 2.4 0.069
C -1.08490 -2.12293 -1.05487 4.0 8.5 6.3 -0.015
N -1.66118 -2.36462 0.53769 3.3 -0.2 -5.1 -0.099
C -0.75958 -1.81553 1.47432 -9.1 11.0 -5.2 -0.147
C -0.11198 -0.46605 0.96894 1.8 2.0 -1.5 -0.104
H 0.60135 0.14836 1.63694 -1.1 -1.7 -0.2 0.104
H -0.84269 0.36950 0.65005 0.4 -1.7 0.6 0.127
H -1.47163 -1.38270 2.17699 0.3 -0.1 1.1 0.113
H -0.15715 -2.26450 1.94316 8.5 -7.5 5.8 0.010
C -3.03882 -2.05753 0.57304 -1.4 -3.4 -1.8 -0.257
C -3.60331 -0.72440 0.42205 0.3 -0.3 -7.5 -0.148
C -3.88783 -0.21460 -1.28392 4.0 -16.5 6.3 0.054
C -4.19473 0.93550 -1.32694 -3.0 5.0 -8.7 -0.306
C -4.32355 1.65224 -0.28920 -1.1 10.5 5.6 -0.545
C -3.97655 1.63071 0.97755 0.2 -6.6 1.0 -0.025
C -3.69876 0.13246 1.37855 0.2 4.9 0.7 -0.026
H -3.34770 -0.15287 2.35355 -0.3 0.2 0.6 0.105
H -4.06424 2.30299 1.75714 -0.2 1.7 0.8 0.080
Cl -4.85826 3.43662 -0.74568 0.2 -1.2 0.2 0.501
H -4.51202 1.24532 -2.30059 -0.2 1.1 -0.5 0.129
H -3.88651 -1.23731 -1.86511 0.0 2.9 0.4 0.152
H -3.51199 -2.93354 -0.19667 0.7 2.5 2.1 0.186
H -3.27908 -2.28562 1.56018 -1.0 -1.2 1.8 0.091
H -1.44881 -1.18022 -1.55361 0.3 -1.2 0.7 0.129
H -1.37324 -2.93515 -1.28637 -4.5 -10.3 -4.6 -0.018
H 0.79077 -1.87049 -1.91201 1.7 -0.2 -3.4 0.080
H 1.46187 1.73202 0.79550 3.1 -2.6 -2.2 0.173
H 4.89550 4.39838 1.17956 -0.2 0.9 0.8 0.112
H 5.07924 3.77120 -0.29258 2.5 2.5 -8.2 0.039
H 5.65063 2.91607 1.03547 4.1 -2.1 1.4 0.079

52
Properties=species:S:1:pos:R:3:forces:R:3:lowdin_charge:R:1 method="wB97M-V/def2-TZVPD" largest_force_ha_per_bohr=0.01169 lumo_energy_ev=0.5 smiles="O=C(NCCSCc1ccc(Cl)cc1Cl)c1ccc(CN2CCOCC2)cc1" orbital_gap_ev=8.57
O -2.25900 -0.73615 -2.16520 -0.1 0.0 -0.3 0.060
C -1.66095 -1.10456 -1.17026 0.0 -0.2 0.2 -0.454
N -2.05517 -2.18146 -0.44977 0.1 -0.2 0.1 0.057
C -3.28199 -2.87775 -0.75740 -0.2 0.2 -0.1 -0.239
C -4.51234 -2.05282 -0.39287 0.0 0.0 0.4 -0.443
S -4.51619 -1.60335 1.38189 -0.2 0.0 -0.1 0.864
C -4.96922 0.17282 1.28233 0.1 -0.6 0.0 -0.439
C -3.80452 1.01909 0.88829 0.0 0.1 -0.2 -0.317
C -2.78076 1.23916 1.80566 0.0 0.2 -0.1 -0.046
C -1.68246 2.01711 1.50092 -0.1 0.1 0.0 -0.112
C -1.58830 2.58110 0.23795 -0.4 -0.2 0.0 -0.659
Cl -0.22995 3.56127 -0.15957 0.2 0.3 0.0 0.739
C -2.57868 2.37398 -0.70510 0.1 0.0 0.1 -0.122
C -3.68073 1.60114 -0.37220 0.2 0.0 0.4 -0.600
Cl -4.91392 1.41684 -1.56584 -0.2 0.0 -0.2 0.751
C -0.41893 -0.43109 -0.69781 0.3 0.2 0.0 -0.132
C 0.01074 -0.43902 0.62514 0.0 -0.2 -0.2 -0.035
C 1.16202 0.23692 0.98475 0.1 0.1 -0.1 -0.057
C 1.91578 0.92597 0.04122 -0.1 0.0 0.0 -0.239
C 3.18907 1.63681 0.43823 0.1 0.0 0.0 -0.146
N 4.42333 0.87814 0.37040 0.0 0.1 0.0 -0.163
C 4.90312 0.49247 -0.94219 0.0 -0.3 -0.1 -0.151
C 4.38686 -0.87787 -1.40389 0.0 0.3 -0.2 -0.186
O 4.67497 -1.87574 -0.44644 0.2 0.0 0.0 -0.130
C 4.08723 -1.55808 0.79711 -0.1 0.1 0.3 -0.188
C 4.59739 -0.20610 1.31636 0.0 -0.3 -0.1 -0.152
C 1.47162 0.94631 -1.27664 0.0 -0.1 0.2 -0.074
C 0.31799 0.28195 -1.63979 -0.1 -0.1 0.0 -0.007
H -1.60257 -2.39481 0.42224 0.0 0.1 -0.1 0.118
H -3.30804 -3.06152 -1.83665 0.0 -0.1 0.2 0.126
H -3.28309 -3.83026 -0.22569 0.0 0.0 -0.1 0.118
H -4.50405 -1.12700 -0.96119 0.0 -0.1 -0.1 0.028
H -5.42317 -2.61274 -0.60394 0.0 0.1 -0.1 0.075
H -5.80133 0.26236 0.58737 0.0 0.1 0.2 0.053
H -5.30261 0.42069 2.28964 -0.1 0.1 -0.1 0.079
H -2.86114 0.78516 2.78234 0.0 0.0 0.1 0.120
H -0.90784 2.18958 2.23036 0.1 0.0 0.0 0.110
H -2.49973 2.80753 -1.68886 0.0 0.0 -0.1 0.111
H -0.56320 -0.93682 1.39396 -0.1 0.0 0.1 0.113
H 1.47652 0.23641 2.01940 0.0 0.0 0.1 0.119
H 3.32396 2.51190 -0.20522 -0.1 0.0 0.1 0.125
H 3.09628 1.98954 1.47044 -0.1 0.1 -0.1 0.125
H 4.63308 1.25990 -1.66820 0.0 0.0 -0.1 0.120
H 5.99695 0.44008 -0.87861 0.0 0.0 -0.1 0.125
H 4.89067 -1.18642 -2.32167 -0.1 0.1 0.0 0.125
H 3.30155 -0.84059 -1.58228 0.2 0.0 0.0 0.110
H 4.37123 -2.36144 1.47957 -0.1 0.1 0.0 0.125
H 2.99151 -1.54159 0.69338 0.2 -0.1 0.0 0.108
H 4.10394 0.04711 2.25543 0.0 0.0 0.1 0.119
H 5.67470 -0.29816 1.50108 -0.1 -0.1 0.1 0.125
H 2.02838 1.49942 -2.01968 0.1 0.1 -0.1 0.119
H -0.03905 0.30455 -2.65847 -0.1 0.0 -0.1 0.124